# 1
Density functional theory data (wB97M-V/def2-TZVPD) for C38H91N2O9V as an isolated structure.

Properties
E_LUMO (spin up / spin down): -9.45 / -9.19 eV
⟨S²⟩: 2.076
maximum force: 0.1374 hartree/bohr
gap between HOMO and LUMO (spin up / spin down): 1.6 / 1.9 eV
HOMO energy (spin up / spin down): -11.10 / -11.10 eV

The geometry in ORCA input format:
```
! RIJCOSX wB97M-V def2-TZVPD def2/J DEFGRID3
* xyz 2 3
V -7.443 -6.455 17.176
C -8.312 -5.202 20.976
C -8.165 -4.269 19.802
O -7.645 -4.921 18.719
H -8.569 -4.706 21.912
H -7.360 -5.730 21.030
H -9.161 -5.866 20.816
H -7.429 -3.543 20.147
H -9.077 -3.722 19.562
C -4.805 -9.435 18.756
C -6.098 -8.654 19.073
C -6.514 -8.589 20.530
O -5.967 -7.367 18.518
H -4.793 -9.655 17.689
H -4.785 -10.372 19.313
H -3.931 -8.951 19.191
H -6.924 -9.066 18.492
H -5.856 -7.985 21.154
H -6.551 -9.606 20.921
H -7.479 -8.083 20.502
H -5.123 -6.987 18.774
C -6.521 -0.776 16.642
C -5.702 -1.378 17.771
C -5.921 -0.743 19.168
O -5.775 -2.766 17.793
H -6.254 -1.126 15.644
H -6.401 0.306 16.587
H -7.573 -0.993 16.825
H -4.662 -1.183 17.512
H -5.744 -1.367 20.044
H -6.902 -0.276 19.252
H -5.251 0.115 19.234
H -6.618 -2.920 18.226
C -11.817 -5.204 21.819
C -13.083 -4.807 22.730
C -13.338 -5.997 23.601
O -12.760 -3.776 23.621
H -11.684 -4.388 21.109
H -12.148 -6.093 21.282
H -10.932 -5.518 22.373
H -13.963 -4.595 22.123
H -14.113 -5.774 24.334
H -12.457 -6.398 24.103
H -13.670 -6.786 22.926
H -11.801 -3.821 23.622
C -2.834 -3.829 20.318
C -3.344 -5.221 20.016
C -3.912 -5.869 21.244
O -4.374 -5.046 19.075
H -3.586 -3.106 20.635
H -2.204 -3.483 19.499
H -2.170 -3.887 21.181
H -2.530 -5.722 19.492
H -3.099 -5.971 21.963
H -4.165 -6.912 21.054
H -4.720 -5.392 21.800
H -4.513 -4.107 18.929
C -5.187 -4.159 14.345
C -4.844 -5.313 15.405
C -3.464 -5.147 15.923
O -5.701 -5.277 16.544
H -6.247 -4.285 14.125
H -4.658 -4.187 13.392
H -4.927 -3.173 14.732
H -4.991 -6.239 14.847
H -2.754 -5.247 15.103
H -3.253 -5.932 16.649
H -3.256 -4.202 16.424
H -5.480 -4.467 17.010
C -9.036 -3.153 14.498
C -8.900 -3.968 15.798
C -10.274 -4.137 16.354
O -8.389 -5.248 15.564
H -9.704 -2.299 14.610
H -9.472 -3.786 13.725
H -8.105 -2.829 14.032
H -8.350 -3.378 16.532
H -10.738 -3.192 16.635
H -10.254 -4.658 17.312
H -10.870 -4.826 15.756
H -8.535 -5.470 14.642
C -7.459 -1.555 22.637
C -8.237 -0.324 23.289
C -8.950 -0.640 24.626
C -7.987 -0.636 25.766
C -7.318 0.709 25.901
C -6.572 1.169 24.571
N -7.499 0.916 23.449
O -6.921 1.341 22.299
C -6.343 2.681 24.750
C -5.188 0.458 24.379
C -9.535 0.058 22.494
H -8.107 -2.419 22.494
H -6.491 -1.892 23.008
H -7.090 -1.332 21.636
H -9.729 0.101 24.806
H -9.431 -1.614 24.530
H -7.165 -1.288 25.470
H -8.408 -0.877 26.742
H -6.652 0.774 26.762
H -8.197 1.333 26.061
H -5.685 3.132 24.008
H -7.246 3.286 24.825
H -5.733 2.958 25.610
H -4.692 0.411 25.349
H -5.103 -0.579 24.055
H -4.471 1.026 23.786
H -10.274 -0.742 22.437
H -9.222 0.403 21.509
H -10.280 0.740 22.904
H -7.320 2.214 22.284
C -8.216 -6.492 29.028
C -9.014 -6.193 27.694
C -9.605 -4.758 27.760
C -10.190 -4.336 26.361
C -9.061 -4.501 25.376
C -8.446 -5.905 25.224
N -8.099 -6.327 26.557
O -7.217 -7.427 26.642
C -9.279 -6.902 24.495
C -7.115 -5.686 24.442
C -10.148 -7.233 27.691
H -8.774 -6.164 29.905
H -7.342 -5.862 29.191
H -8.023 -7.531 29.293
H -10.392 -4.809 28.513
H -8.849 -4.038 28.075
H -10.582 -3.321 26.434
H -11.041 -4.942 26.049
H -8.267 -3.783 25.581
H -9.421 -4.195 24.394
H -9.109 -6.930 23.419
H -9.208 -7.906 24.913
H -10.337 -6.690 24.649
H -6.400 -4.976 24.859
H -6.569 -6.624 24.343
H -7.215 -5.162 23.491
H -10.858 -7.186 28.517
H -9.747 -8.246 27.696
H -10.863 -7.102 26.880
H -6.544 -7.082 27.233
*
```

# 2
Density functional theory data (wB97M-V/def2-TZVPD) for a 11-piece molecular cluster, C38H92O28S3 overall.

Properties
E_LUMO: 0.17 eV
maximum force: 0.0555 hartree/bohr
gap between HOMO and LUMO: 9.5 eV
HOMO energy: -9.34 eV
SMILES: O=S1(=O)OCCO1.O=S1(=O)OCCO1.O=S1(=O)OCCO1.COCCOC.COCCOC.COCCOC.COCCOC.COCCOC.COCCOC.COCCOC.COCCOC
ΔE to the lowest compared entry with this formula, charge and spin: 0.091 eV

The geometry in ORCA input format:
```
! RIJCOSX wB97M-V def2-TZVPD def2/J DEFGRID3
* xyz 0 1
O 7.407 1.240 -1.908
S 6.701 1.617 -0.779
O 5.332 1.865 -0.888
O 7.003 0.502 0.315
C 6.854 1.166 1.643
C 7.483 2.467 1.417
O 7.345 2.804 0.009
H 5.806 1.203 1.796
H 7.320 0.501 2.338
H 8.550 2.338 1.592
H 7.126 3.274 2.026
O -2.235 3.972 -0.631
S -2.511 3.838 -2.008
O -1.895 4.709 -2.927
O -2.354 2.403 -2.516
C -3.651 1.776 -3.062
C -4.595 2.975 -3.128
O -4.091 3.883 -2.124
H -3.511 1.337 -4.045
H -3.942 1.055 -2.264
H -5.622 2.703 -2.877
H -4.521 3.377 -4.135
O -4.830 -0.212 4.380
S -3.878 -1.082 4.942
O -4.372 -2.137 5.710
O -2.870 -1.673 3.886
C -1.834 -0.555 3.654
C -1.477 -0.112 5.018
O -2.847 -0.219 5.760
H -1.016 -0.841 3.015
H -2.294 0.271 3.124
H -1.017 0.879 4.974
H -0.849 -0.821 5.513
C -2.200 -8.449 -2.657
O -2.661 -7.204 -2.188
C -1.644 -6.313 -1.711
C -2.240 -5.015 -1.164
O -2.955 -5.329 0.018
C -2.642 -4.483 1.066
H -1.534 -8.875 -1.937
H -1.596 -8.340 -3.545
H -3.119 -9.035 -2.792
H -1.126 -6.078 -2.654
H -1.145 -6.871 -0.889
H -2.981 -4.549 -1.782
H -1.457 -4.351 -0.825
H -1.557 -4.370 1.215
H -3.096 -4.905 1.977
H -3.214 -3.533 0.883
C 1.688 -4.112 -1.664
O 1.016 -4.923 -0.725
C 1.821 -5.556 0.243
C 0.831 -6.279 1.132
O 1.506 -6.827 2.229
C 0.659 -7.821 2.836
H 2.514 -4.603 -2.134
H 2.077 -3.133 -1.293
H 0.857 -3.896 -2.407
H 2.370 -4.838 0.929
H 2.515 -6.234 -0.310
H 0.272 -7.051 0.591
H 0.088 -5.526 1.476
H 0.439 -8.635 2.160
H -0.315 -7.397 3.045
H 1.191 -8.177 3.726
C 1.741 0.975 6.771
O 1.279 1.629 5.614
C 2.036 2.757 5.204
C 1.291 3.277 4.067
O 2.131 4.162 3.410
C 1.425 4.900 2.415
H 1.405 1.542 7.652
H 2.848 1.004 6.806
H 1.406 -0.045 6.691
H 3.121 2.447 5.034
H 1.988 3.475 6.030
H 0.385 3.855 4.373
H 0.949 2.465 3.381
H 1.074 4.229 1.633
H 2.197 5.599 2.114
H 0.544 5.341 2.913
C -4.029 -0.530 1.089
O -4.080 0.556 0.170
C -5.321 1.227 0.131
C -6.443 0.438 -0.562
O -6.102 0.278 -1.940
C -6.983 -0.701 -2.587
H -4.675 -1.385 0.790
H -4.351 -0.149 2.065
H -2.972 -0.725 1.203
H -5.180 2.129 -0.437
H -5.715 1.393 1.125
H -7.452 0.820 -0.492
H -6.451 -0.576 -0.073
H -6.914 -1.638 -2.019
H -6.672 -0.801 -3.621
H -8.031 -0.369 -2.527
C 1.532 3.936 -3.601
O 1.921 4.892 -2.684
C 3.357 5.038 -2.676
C 3.636 6.181 -1.701
O 3.372 5.787 -0.372
C 4.310 4.940 0.217
H 0.485 3.742 -3.403
H 2.163 3.058 -3.580
H 1.626 4.301 -4.645
H 3.726 5.251 -3.674
H 3.722 4.149 -2.245
H 2.899 6.964 -1.982
H 4.709 6.472 -1.697
H 5.286 5.422 0.049
H 4.262 3.918 -0.155
H 4.051 5.026 1.269
C -3.467 3.481 -7.132
O -2.988 2.813 -5.907
C -1.594 2.616 -5.849
C -1.267 1.191 -6.183
O -1.571 0.276 -5.127
C -0.577 0.335 -4.116
H -4.500 3.717 -7.006
H -3.203 2.850 -7.973
H -2.937 4.415 -7.241
H -1.139 2.883 -4.878
H -1.081 3.270 -6.572
H -0.181 1.068 -6.316
H -1.753 0.879 -7.106
H -0.513 1.306 -3.574
H 0.404 0.191 -4.569
H -0.820 -0.413 -3.328
C 3.176 -0.933 4.396
O 2.099 -1.870 4.104
C 1.343 -1.494 2.992
C 2.213 -1.168 1.786
O 2.969 -2.314 1.502
C 4.057 -2.064 0.662
H 3.437 -1.023 5.451
H 2.929 0.112 4.147
H 3.988 -1.339 3.808
H 0.853 -0.545 3.251
H 0.624 -2.301 2.786
H 2.909 -0.316 1.994
H 1.514 -0.810 0.969
H 3.713 -1.682 -0.324
H 4.655 -2.968 0.532
H 4.765 -1.301 1.085
C 2.042 2.056 -0.480
O 1.339 1.641 0.692
C -0.060 1.891 0.630
C -0.875 0.935 -0.184
O -0.816 -0.346 0.520
C -0.966 -1.488 -0.320
H 1.952 1.370 -1.314
H 3.127 2.107 -0.177
H 1.658 3.061 -0.765
H -0.233 2.949 0.248
H -0.408 1.873 1.688
H -0.370 0.791 -1.167
H -1.958 1.220 -0.300
H -1.138 -2.334 0.352
H -0.087 -1.622 -0.959
H -1.849 -1.419 -0.939
*
```

# 3
Density functional theory data (wB97M-V/def2-TZVPD) for C39H101F3N8O11Zr as an isolated structure.

Properties
E_LUMO: -7.85 eV
maximum force: 0.1714 hartree/bohr
gap between HOMO and LUMO: 3.8 eV
HOMO energy: -11.61 eV

The geometry in ORCA input format:
```
! RIJCOSX wB97M-V def2-TZVPD def2/J DEFGRID3
* xyz 2 1
Zr -0.813 -2.643 -2.938
C -2.069 0.098 -4.477
O -1.362 -0.339 -5.612
O -1.926 -0.910 -3.567
C -1.546 1.473 -3.982
F -1.781 2.372 -4.940
F -2.162 1.882 -2.870
F -0.230 1.456 -3.736
C -1.495 0.406 -6.837
C -1.041 -0.509 -7.964
H -1.391 -0.058 -8.897
H 0.042 -0.596 -8.023
H -1.519 -1.489 -7.987
H -0.787 1.233 -6.793
H -2.498 0.780 -7.042
H -3.122 0.254 -4.733
C 1.982 -0.942 0.027
C 0.475 -0.824 -0.208
C 0.106 0.588 -0.619
O 0.086 -1.784 -1.163
H 2.418 -0.321 0.806
H 2.502 -0.748 -0.911
H 2.162 -1.989 0.289
H -0.030 -0.962 0.756
H 0.520 1.369 0.023
H -0.975 0.745 -0.548
H 0.466 0.870 -1.612
C -0.348 7.710 -1.506
C -1.220 6.648 -0.846
C -0.344 5.737 0.034
O 0.583 4.904 -0.655
C 0.010 3.939 -1.501
N -2.248 7.258 -0.050
H 0.344 8.190 -0.815
H -0.925 8.510 -1.977
H 0.261 7.309 -2.321
H -1.668 5.969 -1.588
H -0.957 5.172 0.749
H 0.324 6.281 0.707
H -0.681 4.394 -2.219
H -0.621 3.225 -0.955
H 0.837 3.435 -1.997
H -2.826 6.549 0.400
H -2.851 7.851 -0.604
C -0.400 5.759 4.294
C 0.893 4.957 4.462
C 1.205 4.070 3.291
O 2.358 3.287 3.526
C 2.595 2.238 2.608
N 1.976 5.943 4.642
H -0.423 6.555 5.041
H -1.321 5.194 4.454
H -0.424 6.272 3.330
H 0.737 4.392 5.390
H 1.331 4.586 2.330
H 0.375 3.363 3.123
H 3.077 2.709 1.748
H 1.639 1.820 2.262
H 3.157 1.434 3.074
H 2.822 5.406 4.837
H 1.839 6.439 5.518
C -2.185 -2.752 3.242
C -2.775 -2.980 1.841
C -3.260 -1.714 1.136
O -3.778 -1.972 -0.155
C -4.237 -0.765 -0.745
N -1.720 -3.647 1.042
H -1.341 -2.061 3.174
H -1.861 -3.677 3.714
H -2.895 -2.287 3.932
H -3.679 -3.586 1.984
H -2.381 -1.055 1.112
H -4.008 -1.269 1.796
H -4.559 -0.940 -1.769
H -3.505 0.050 -0.777
H -5.061 -0.347 -0.160
H -1.063 -2.869 0.929
H -1.234 -4.306 1.645
C 5.121 -2.557 1.240
C 6.396 -1.819 1.623
C 7.537 -2.298 0.723
O 7.619 -3.711 0.837
C 8.598 -4.237 -0.031
N 6.170 -0.385 1.414
H 4.288 -2.223 1.870
H 5.242 -3.633 1.358
H 4.743 -2.357 0.233
H 6.524 -1.995 2.696
H 8.474 -1.824 1.041
H 7.360 -2.061 -0.331
H 8.479 -3.972 -1.088
H 8.509 -5.319 0.066
H 9.610 -3.938 0.259
H 5.607 -0.001 2.171
H 7.043 0.108 1.616
C -4.331 3.397 3.197
C -3.161 3.629 2.239
C -2.895 2.492 1.269
O -2.858 1.247 1.968
C -1.668 1.123 2.715
N -3.480 4.910 1.546
H -5.349 3.505 2.819
H -4.283 4.162 3.977
H -4.224 2.430 3.697
H -2.293 3.820 2.873
H -1.988 2.630 0.674
H -3.674 2.511 0.498
H -0.729 1.091 2.147
H -1.740 0.173 3.245
H -1.524 1.938 3.428
H -4.433 4.761 1.213
H -3.625 5.676 2.199
C 2.974 -2.144 -3.062
C 2.022 -1.193 -3.780
C 2.736 -0.549 -4.973
O 1.826 0.278 -5.658
C 2.481 0.943 -6.720
N 0.803 -1.915 -4.301
H 3.967 -1.698 -2.987
H 3.169 -3.021 -3.696
H 2.684 -2.527 -2.087
H 1.766 -0.396 -3.081
H 3.139 -1.331 -5.635
H 3.627 -0.020 -4.625
H 1.796 1.684 -7.133
H 2.713 0.268 -7.552
H 3.398 1.467 -6.444
H 1.286 -2.611 -4.892
H 0.542 -1.251 -5.061
C -3.365 -5.794 -0.939
C -3.034 -4.892 -2.142
C -4.297 -4.483 -2.896
O -4.010 -3.256 -3.555
C -5.084 -2.901 -4.441
N -2.352 -3.622 -1.657
H -4.092 -5.355 -0.257
H -2.417 -5.941 -0.426
H -3.775 -6.745 -1.275
H -2.414 -5.495 -2.817
H -5.113 -4.352 -2.173
H -4.634 -5.243 -3.604
H -4.797 -1.969 -4.920
H -5.971 -2.742 -3.822
H -5.297 -3.676 -5.177
H -1.956 -3.857 -0.715
H -3.213 -3.199 -1.245
C 1.585 -2.903 3.760
C 1.737 -3.878 4.940
C 0.519 -3.975 5.840
O 0.313 -2.726 6.457
C -0.937 -2.614 7.097
N 2.065 -5.175 4.327
H 1.539 -1.887 4.160
H 0.675 -3.128 3.201
H 2.426 -2.950 3.067
H 2.585 -3.533 5.542
H 0.761 -4.691 6.640
H -0.385 -4.367 5.361
H -1.759 -2.872 6.422
H -1.044 -1.587 7.442
H -0.980 -3.234 8.000
H 2.946 -5.118 3.834
H 2.200 -5.841 5.085
*
```

Which of these has the highest maximum force?
C39H101F3N8O11Zr